138
Properties=species:S:1:pos:R:3:forces:R:3 method="wB97M-V/def2-TZVPD" spin_multiplicity=1 homo_energy_ev=-9.3 homo_lumo_gap_ev=9.59 e_tot_ha=-5994.24085 smiles="CCOCCCCC[C@]1(CCCC(F)(F)C(F)(F)F)OC(=O)O[C@@]1(CCF)CCCCCCCCOC(C)=O.O=S1(=O)OCCO1.O=S1(=O)OCCO1.O=S1(=O)OCCO1.O=S1(=O)OCCO1.O=S1(=O)OCCO1" lumo_ev=0.25
C 2.170 -5.390 2.161 -0.151 0.295 0.489
C 2.496 -4.694 3.584 0.019 -0.826 -1.551
O 3.276 -3.494 3.260 0.387 -1.328 1.773
C 4.258 -3.237 4.323 -1.193 0.867 0.384
C 4.444 -1.628 4.367 0.154 -0.728 -0.287
C 5.557 -1.164 3.303 0.206 0.533 0.445
C 5.201 0.250 2.567 0.876 -0.033 0.960
C 5.599 0.280 1.009 -0.115 -0.269 0.820
C 4.399 0.830 0.042 2.281 0.652 -1.332
C 4.790 2.377 -0.097 -0.873 1.074 -0.233
C 3.905 3.215 -1.142 -0.848 0.463 0.296
C 3.580 4.734 -0.635 -0.390 -0.781 -1.340
C 2.319 4.808 0.346 2.005 0.617 0.547
F 2.344 3.705 1.270 -0.474 2.697 -1.993
F 2.446 6.052 1.075 -0.675 -2.781 -1.149
C 0.897 4.878 -0.389 -2.928 -0.441 0.570
F -0.098 4.627 0.621 2.283 0.696 -2.493
F 0.693 3.896 -1.384 0.856 2.312 2.223
F 0.585 6.132 -0.953 1.171 -2.986 1.264
O 3.025 0.584 0.503 1.599 -2.886 0.315
C 2.954 -0.857 0.383 -1.826 -3.046 0.864
O 2.212 -1.663 0.991 3.067 4.294 -2.401
O 3.866 -1.333 -0.615 -1.634 2.272 2.157
C 4.316 -0.086 -1.282 0.164 -1.345 -0.479
C 5.698 -0.531 -1.987 0.156 0.912 -0.445
C 6.712 0.673 -2.276 0.891 -1.325 -0.238
F 6.161 1.728 -3.089 0.496 -1.366 1.362
C 3.120 0.180 -2.337 0.962 1.045 -1.384
C 2.545 -1.146 -3.039 0.291 -0.321 0.449
C 1.265 -1.795 -2.329 -0.804 -0.627 -0.845
C 0.054 -0.784 -2.049 -0.050 0.392 1.552
C -1.380 -1.523 -1.864 0.261 0.702 -0.442
C -2.614 -0.498 -1.809 -0.878 -0.658 -0.327
C -3.994 -1.187 -1.273 0.113 -0.090 0.631
C -4.964 -0.145 -0.525 0.283 0.236 -2.469
O -4.647 0.004 0.890 -2.690 0.245 1.087
C -5.806 -0.057 1.707 -2.515 -2.113 0.636
C -6.088 1.099 2.799 0.443 -0.018 -0.017
O -6.652 -0.997 1.668 3.487 3.415 -0.417
H 1.314 -4.801 1.650 1.580 -0.966 0.688
H 1.818 -6.474 2.318 0.552 1.614 -0.259
H 3.126 -5.365 1.513 -1.670 -0.070 1.031
H 1.505 -4.445 4.094 1.417 -0.083 -0.446
H 3.099 -5.426 4.243 -0.856 1.192 -0.998
H 5.233 -3.804 4.127 -1.211 0.795 0.224
H 3.765 -3.640 5.290 1.115 0.855 -1.228
H 3.429 -1.172 4.062 1.524 -0.792 0.681
H 4.735 -1.298 5.438 -0.542 -0.459 -1.801
H 6.529 -0.993 3.900 -1.338 -0.441 -1.108
H 5.759 -1.997 2.538 -0.474 1.227 1.036
H 5.856 1.040 3.105 -1.225 -1.115 -0.895
H 4.120 0.531 2.799 1.365 -0.447 -0.691
H 5.957 -0.766 0.726 -0.749 1.378 0.254
H 6.525 0.968 0.918 -1.687 -1.073 -0.107
H 4.686 2.857 0.953 0.037 -0.917 -1.631
H 5.894 2.550 -0.389 -1.799 -0.774 0.473
H 2.887 2.715 -1.270 1.441 0.568 0.124
H 4.380 3.283 -2.191 -0.606 -0.205 1.836
H 4.526 5.212 -0.210 -1.627 -0.523 -0.200
H 3.282 5.309 -1.596 0.470 -0.653 1.704
H 6.268 -1.286 -1.327 -0.983 1.242 -0.960
H 5.504 -1.049 -3.002 -0.012 0.790 1.678
H 7.158 1.060 -1.298 -0.908 -0.051 -1.467
H 7.598 0.229 -2.876 -1.438 0.829 0.867
H 2.264 0.811 -1.925 1.239 -1.025 -0.289
H 3.596 0.813 -3.186 -0.780 -0.821 1.390
H 3.368 -1.958 -3.051 -1.289 1.395 0.171
H 2.320 -0.898 -4.146 0.127 -0.323 1.834
H 1.519 -2.390 -1.369 -0.247 1.203 -1.535
H 0.858 -2.593 -3.063 0.803 1.281 1.172
H 0.268 -0.292 -1.018 -0.299 -0.552 -1.610
H 0.002 0.102 -2.789 0.012 -1.606 0.809
H -1.371 -2.139 -0.898 0.123 0.694 -1.461
H -1.520 -2.183 -2.786 0.016 0.806 1.686
H -2.843 -0.187 -2.898 0.493 -0.057 1.777
H -2.445 0.423 -1.153 0.143 -1.210 -0.941
H -4.563 -1.655 -2.146 0.743 0.688 1.164
H -3.785 -2.035 -0.522 -0.162 1.219 -1.124
H -4.780 0.887 -1.022 -0.357 -1.659 1.062
H -6.064 -0.409 -0.724 1.700 0.266 0.715
H -7.217 1.190 3.022 1.855 -0.466 -0.652
H -5.585 0.806 3.795 -0.610 0.475 -1.641
H -5.715 2.126 2.464 -0.310 -1.534 0.447
O -6.291 1.843 -2.566 0.683 0.419 -0.640
S -5.472 2.691 -3.378 0.009 0.126 -0.141
O -4.472 2.188 -4.269 -0.895 0.129 0.674
O -4.794 3.809 -2.416 -0.629 -0.542 -0.270
C -5.165 5.114 -2.862 0.110 0.471 -0.416
C -6.524 4.941 -3.525 -0.250 0.239 0.553
O -6.445 3.691 -4.209 0.801 -0.338 0.163
H -4.415 5.454 -3.581 -0.064 0.026 0.033
H -5.202 5.807 -2.021 0.044 -0.273 0.050
H -6.752 5.747 -4.221 0.062 -0.264 -0.121
H -7.320 4.868 -2.778 0.053 0.084 -0.018
O -0.567 -4.418 -3.297 -0.551 0.297 -0.907
S -0.954 -4.095 -4.638 0.113 -0.414 -0.257
O -1.578 -2.856 -4.992 0.567 -0.748 0.428
O -1.861 -5.314 -5.209 0.608 0.426 0.474
C -1.253 -5.852 -6.385 0.144 0.096 -0.614
C 0.238 -5.602 -6.218 0.035 -0.724 0.060
O 0.331 -4.316 -5.605 -0.871 0.418 0.227
H -1.649 -5.313 -7.250 0.044 -0.056 0.017
H -1.485 -6.913 -6.482 -0.075 0.137 0.239
H 0.772 -5.615 -7.168 0.015 0.267 0.178
H 0.688 -6.333 -5.539 -0.018 -0.007 -0.105
O -7.195 2.999 6.061 -0.913 0.108 0.346
S -8.552 2.742 6.447 -0.237 -0.227 0.070
O -9.512 3.783 6.650 0.931 -0.586 -0.350
O -8.532 1.791 7.761 0.319 0.377 -0.824
C -9.243 0.582 7.488 -0.591 -0.310 -0.066
C -9.094 0.358 5.991 0.470 -0.509 0.184
O -9.178 1.660 5.412 -0.025 0.689 0.643
H -10.290 0.733 7.763 0.050 -0.050 -0.027
H -8.830 -0.242 8.071 0.137 0.255 0.001
H -9.870 -0.293 5.588 -0.007 0.290 -0.086
H -8.111 -0.057 5.749 -0.082 -0.061 0.037
O -0.814 2.935 7.699 -0.842 0.537 0.456
S -2.005 3.706 7.903 -0.039 -0.060 -0.140
O -2.285 4.392 9.129 0.476 -0.475 -0.826
O -3.281 2.777 7.526 0.899 0.330 -0.026
C -4.038 3.402 6.488 -0.459 0.500 -0.192
C -3.033 4.229 5.700 -0.024 -0.541 -0.446
O -2.144 4.764 6.680 -0.220 -0.292 0.831
H -4.794 4.039 6.954 0.001 -0.069 -0.107
H -4.529 2.650 5.869 0.134 -0.045 0.223
H -3.508 5.029 5.132 0.149 0.082 0.244
H -2.449 3.600 5.022 -0.087 0.026 -0.015
O 5.127 -4.059 -8.433 -0.782 -0.296 0.792
S 4.438 -4.231 -7.188 0.189 0.282 0.032
O 3.395 -5.196 -7.005 0.793 0.484 -0.333
O 3.893 -2.781 -6.707 0.572 -0.655 -0.439
C 4.435 -2.468 -5.423 0.022 -0.235 0.551
C 5.771 -3.194 -5.362 0.262 0.619 -0.165
O 5.544 -4.441 -6.018 -0.874 -0.059 -0.306
H 3.748 -2.843 -4.663 0.105 -0.006 -0.147
H 4.547 -1.389 -5.310 -0.111 -0.085 -0.234
H 6.112 -3.353 -4.339 -0.104 -0.258 -0.131
H 6.540 -2.653 -5.922 -0.029 0.023 0.078